A molecular structure, C41H37F5NiP2S at a distorted geometry, computed with wB97M-V/def2-TZVPD.

HOMO level (alpha / beta): -6.93 / -7.42 eV
frontier orbital gap (alpha / beta): 7.189 / 7.527 eV
2S+1: 3
LUMO energy (alpha / beta): 0.26 / 0.11 eV

Each line ends with the Mulliken charge.
Cartesian coordinates (Å):
Ni 0.701 -0.288 -6.185  -0.203
C -1.818 -0.190 -0.185  0.710
C -1.679 -0.256 -1.650  -1.296
C -2.361 0.791 -2.386  -1.402
C -1.321 1.824 -2.893  0.629
C -0.444 2.294 -1.770  -0.678
C -0.796 2.433 -0.477  -0.380
C -2.157 2.369 0.138  -0.910
C -2.593 0.957 0.535  -1.339
C 1.560 -0.519 -4.315  -1.263
H -2.176 -1.148 0.212  1.132
H -1.440 -1.259 -1.992  0.571
H -3.122 1.276 -1.736  0.521
H -2.902 0.369 -3.243  0.641
H -0.609 1.384 -3.612  -0.698
H -1.845 2.634 -3.434  0.397
H 0.568 2.557 -2.042  0.459
H -0.032 2.778 0.218  0.398
H -2.952 2.905 -0.409  0.454
H -2.142 2.944 1.081  0.359
H -2.404 0.805 1.612  0.410
H -3.663 0.831 0.349  0.475
H 0.924 -1.392 -4.056  0.180
H 1.295 0.345 -3.664  0.218
H 2.588 -0.824 -4.043  0.486
P -0.061 -1.898 -8.220  0.361
P 1.632 0.352 -8.280  0.157
C -0.839 -0.416 -8.868  -1.284
C -0.020 0.664 -8.928  -0.381
C -0.607 -3.129 -9.557  0.540
C -1.715 -2.935 -10.390  0.072
C -2.087 -3.895 -11.345  -0.704
C -1.319 -5.055 -11.505  -0.404
C -0.178 -5.234 -10.716  -0.605
C 0.183 -4.276 -9.761  -0.476
C -1.205 -2.113 -6.834  1.134
C -1.141 -1.131 -5.808  -0.505
C -1.721 -1.430 -4.563  0.535
C -2.518 -2.561 -4.396  -0.114
C -2.697 -3.456 -5.480  -1.006
C -2.006 -3.231 -6.679  -0.622
C 2.494 0.776 -9.997  0.279
C 2.268 -0.055 -11.113  -0.193
C 2.725 0.307 -12.389  -0.716
C 3.398 1.514 -12.600  -0.407
C 3.596 2.361 -11.507  -0.783
C 3.143 1.996 -10.227  -0.203
C 1.938 1.949 -7.445  0.735
C 3.188 2.069 -6.823  -0.101
C 3.494 3.219 -6.115  -0.734
C 2.562 4.267 -6.072  -0.479
C 1.328 4.155 -6.718  -0.774
C 1.014 2.990 -7.416  -0.309
H -1.881 -0.467 -9.174  0.634
H -0.198 1.567 -9.507  0.958
H -2.319 -2.033 -10.321  0.209
H -2.969 -3.739 -11.966  0.389
H -1.608 -5.808 -12.254  0.350
H 0.434 -6.131 -10.856  0.355
H 1.084 -4.426 -9.166  0.373
H -1.016 -0.023 -6.048  -0.542
H -1.477 -0.727 -3.782  -0.302
H -3.032 -2.745 -3.453  0.474
H -3.406 -4.285 -5.407  0.362
H -2.168 -3.907 -7.535  0.337
H 1.705 -0.983 -11.007  0.417
H 2.554 -0.350 -13.244  0.380
H 3.757 1.797 -13.596  0.356
H 4.097 3.316 -11.651  0.385
H 3.288 2.713 -9.424  0.292
H 3.897 1.221 -6.865  0.358
H 4.444 3.296 -5.589  0.420
H 2.800 5.176 -5.507  0.362
H 0.599 4.959 -6.662  0.404
H 0.034 2.874 -7.889  0.398
F -0.162 -2.042 5.727  -0.289
C -0.110 -1.547 4.479  0.465
C -0.135 -0.164 4.278  0.246
F -0.237 0.668 5.338  -0.300
C -0.090 0.338 2.982  0.120
F -0.055 1.686 2.793  -0.311
C -0.083 -0.528 1.879  0.083
S -0.052 0.014 0.201  -0.022
C 0.028 -1.907 2.107  0.091
F 0.127 -2.738 1.045  -0.304
C -0.001 -2.423 3.395  0.260
F 0.044 -3.754 3.592  -0.286

---

C5H7NO in the gas phase, computed with wB97M-V/def2-TZVPD.

HOMO level: -9.37 eV
SMILES: O=C1CC=CCN1
frontier orbital gap: 10.269 eV
LUMO energy: 0.90 eV

Each line ends with the Mulliken charge.
Cartesian coordinates (Å):
O 1.514 2.027 0.691  -0.623
C 0.835 1.157 0.182  0.452
C 1.365 -0.217 -0.218  -0.586
C 0.470 -1.265 0.404  -0.370
C -0.843 -1.085 0.313  -0.246
C -1.318 0.145 -0.428  -0.600
N -0.502 1.296 -0.067  -0.169
H 2.408 -0.294 0.088  0.298
H 1.321 -0.294 -1.316  0.246
H 0.911 -2.100 0.941  0.367
H -1.565 -1.754 0.768  0.378
H -2.364 0.375 -0.217  0.397
H -1.245 -0.027 -1.514  0.184
H -0.941 2.084 0.382  0.273

---

C18H22N6O in the gas phase at a distorted geometry, computed with wB97M-V/def2-TZVPD.

HOMO level: -8.10 eV
SMILES: Cc1nnc2[nH]cc(-c3cncc(N(C)CC4CCOCC4)n3)cc1-2
frontier orbital gap: 7.723 eV
LUMO energy: -0.38 eV

Each line ends with the Mulliken charge.
Cartesian coordinates (Å):
C 1.158 7.356 1.260  -1.247
C 1.492 6.175 2.177  -0.100
N 2.037 6.194 3.377  -0.498
N 2.287 4.909 3.836  -0.743
C 1.904 4.119 2.899  -0.404
N 2.056 2.768 2.883  0.027
C 1.506 1.996 1.862  -0.548
C 0.853 2.586 0.789  0.523
C 0.376 1.743 -0.328  0.524
C 0.489 2.068 -1.681  -0.777
N -0.004 1.283 -2.676  -0.617
C -0.608 0.155 -2.226  -0.448
C -0.675 -0.203 -0.862  0.688
N -1.271 -1.361 -0.371  0.306
C -1.777 -1.446 1.048  -0.910
C -1.674 -2.465 -1.293  -1.632
C -0.399 -3.331 -1.637  0.703
C -0.834 -4.482 -2.560  -1.045
C -1.443 -5.638 -1.782  -0.569
O -0.569 -6.022 -0.712  -0.422
C -0.417 -4.986 0.297  -0.479
C 0.348 -3.877 -0.398  -1.075
N -0.168 0.601 0.051  -0.240
C 0.844 4.087 0.693  -0.503
C 1.356 4.797 1.804  1.375
H 1.864 7.437 0.452  0.300
H 0.185 7.207 0.877  0.363
H 1.211 8.287 1.860  0.342
H 2.661 2.372 3.587  0.280
H 1.610 0.892 1.853  0.402
H 0.923 3.040 -1.964  0.389
H -1.019 -0.480 -3.027  0.352
H -1.051 -0.989 1.731  0.276
H -2.730 -0.847 1.154  0.298
H -1.972 -2.470 1.383  0.339
H -2.445 -3.127 -0.834  0.456
H -2.130 -2.026 -2.188  0.332
H 0.305 -2.719 -2.173  0.535
H 0.049 -4.862 -3.102  0.379
H -1.544 -4.103 -3.271  0.405
H -2.444 -5.343 -1.449  0.321
H -1.473 -6.474 -2.475  0.356
H 0.154 -5.340 1.183  0.307
H -1.405 -4.649 0.640  0.296
H 1.273 -4.319 -0.768  0.440
H 0.678 -3.086 0.238  0.457
H 0.434 4.570 -0.157  0.487

---

A molecular structure, C23H20BN8O2Ru, computed with wB97M-V/def2-TZVPD.

total charge: +1
HOMO level (alpha / beta): -11.51 / -11.51 eV
frontier orbital gap (alpha / beta): 6.346 / 6.346 eV
LUMO energy (alpha / beta): -5.16 / -5.16 eV

Each line ends with the Mulliken charge.
Cartesian coordinates (Å):
Ru -0.071 -0.128 0.245  -0.556
C 1.063 -4.153 -0.629  -1.373
C 0.855 -2.835 -1.022  -0.175
N 0.596 -2.087 0.049  0.764
N 0.646 -2.885 1.134  -0.107
C 0.932 -4.133 0.747  -0.025
B 0.578 -2.252 2.553  -0.170
N 1.610 -1.088 2.512  -0.202
C 2.687 -0.853 3.269  -0.039
C 3.401 0.194 2.714  -1.353
C 2.685 0.546 1.574  -0.156
N 1.603 -0.226 1.471  0.874
N -0.818 -1.654 2.741  0.219
C -1.740 -1.781 3.706  -0.088
C -2.792 -0.935 3.418  -1.129
C -2.424 -0.304 2.230  -0.494
N -1.235 -0.749 1.838  0.535
H 1.298 -4.995 -1.256  0.427
H 0.891 -2.401 -2.007  0.581
H 1.040 -4.916 1.479  0.483
H 0.847 -3.046 3.400  -0.071
H 2.881 -1.460 4.136  0.471
H 4.318 0.627 3.068  0.425
H 2.909 1.296 0.834  0.632
H -1.585 -2.467 4.522  0.453
H -3.697 -0.795 3.981  0.426
H -2.950 0.433 1.646  0.535
O -1.429 -0.707 -0.926  -0.572
C -1.312 -0.936 -2.226  0.661
C -2.244 -1.826 -2.788  -0.371
C -2.216 -2.097 -4.131  -0.530
C -1.265 -1.490 -4.969  -0.680
C -0.351 -0.618 -4.440  -0.758
C -0.333 -0.337 -3.058  0.618
C 0.554 0.669 -2.572  -0.498
N 0.708 0.889 -1.306  0.804
N 1.195 2.133 -0.975  -0.786
C 0.696 2.489 0.172  0.432
O -0.127 1.680 0.836  -0.652
C 1.027 3.774 0.795  0.578
C 0.562 4.061 2.076  -0.392
C 0.895 5.265 2.674  -0.724
C 1.688 6.181 1.996  -0.391
C 2.151 5.896 0.717  -0.662
C 1.823 4.695 0.114  -0.347
H -2.969 -2.279 -2.126  0.511
H -2.936 -2.784 -4.555  0.422
H -1.265 -1.705 -6.028  0.431
H 0.378 -0.128 -5.074  0.440
H 1.033 1.360 -3.260  0.473
H -0.054 3.342 2.598  0.422
H 0.536 5.490 3.668  0.415
H 1.946 7.121 2.465  0.404
H 2.766 6.613 0.191  0.409
H 2.176 4.465 -0.882  0.457

---

A molecular structure, C32H29ClN3O5PtS, computed with wB97M-V/def2-TZVPD.

total charge: +1
HOMO level: -10.79 eV
frontier orbital gap: 6.585 eV
LUMO energy: -4.20 eV

Each line ends with the Mulliken charge.
Cartesian coordinates (Å):
Pt 0.353 -0.014 0.047  0.895
C -2.528 4.144 2.283  -1.351
C -1.399 5.110 2.505  1.310
C -1.477 6.072 3.510  -0.764
C -0.449 6.974 3.732  -0.655
C 0.696 6.935 2.948  -0.687
C 0.806 5.981 1.952  -0.355
C -0.231 5.081 1.738  -0.684
N -0.082 4.103 0.697  0.419
C 0.121 2.794 0.930  0.214
N 0.291 2.416 2.211  0.374
C 0.443 1.131 2.770  1.348
C 0.485 -0.049 2.048  -0.491
C 0.600 -1.287 2.653  -0.735
C 0.725 -1.338 4.030  -1.104
C 0.713 -0.166 4.772  -0.793
C 0.571 1.072 4.170  1.015
C 0.548 2.335 4.989  -1.583
N 0.216 1.944 -0.069  -0.053
C 0.046 2.371 -1.429  -1.243
C -1.226 2.320 -2.000  0.104
C -1.400 2.702 -3.317  -0.869
C -0.302 3.130 -4.054  -0.672
C 0.955 3.182 -3.476  -0.798
C 1.163 2.806 -2.151  1.494
C 2.534 2.882 -1.538  -1.269
H -3.474 4.590 2.587  0.623
H -2.390 3.234 2.874  0.235
H -2.613 3.847 1.238  0.281
H -2.373 6.120 4.117  0.464
H -0.545 7.715 4.513  0.428
H 1.498 7.641 3.113  0.419
H 1.693 5.923 1.334  0.497
H -0.126 4.392 -0.269  0.210
H 0.260 3.177 2.876  -0.163
H 0.591 -2.195 2.071  0.588
H 0.825 -2.297 4.520  0.435
H 0.810 -0.212 5.849  0.402
H 0.672 2.102 6.043  0.405
H -0.401 2.872 4.887  0.335
H 1.355 3.017 4.709  0.392
H -2.056 1.960 -1.404  0.500
H -2.382 2.660 -3.767  0.473
H -0.428 3.427 -5.087  0.440
H 1.801 3.526 -4.059  0.486
H 3.149 3.600 -2.079  0.483
H 3.035 1.915 -1.582  0.244
H 2.500 3.181 -0.490  0.177
O 3.094 -2.654 -0.950  -0.558
Cl 2.113 -1.668 -1.058  1.704
O 0.858 -2.051 -0.288  -0.647
O 1.701 -1.376 -2.382  -0.528
O 2.499 -0.387 -0.392  -0.667
C -10.307 -0.826 3.287  -1.115
C -8.870 -0.617 2.894  0.781
O -7.950 -0.578 3.659  -0.501
S -8.687 -0.364 1.116  -0.241
C -6.927 -0.265 0.967  0.259
C -6.278 -1.154 0.119  -0.585
C -4.904 -1.094 -0.034  -0.755
C -4.165 -0.147 0.674  0.048
C -4.822 0.742 1.527  -0.443
C -6.196 0.690 1.667  -0.542
C -2.739 -0.092 0.532  0.250
C -1.548 -0.062 0.344  0.384
H -10.399 -0.728 4.366  0.310
H -10.616 -1.826 2.984  0.315
H -10.954 -0.108 2.782  0.337
H -6.851 -1.901 -0.415  0.437
H -4.396 -1.787 -0.692  0.471
H -4.249 1.471 2.082  0.428
H -6.702 1.379 2.328  0.439

---

6 unconnected molecules or ions with the total composition C20H45Cl2N6O7P at a distorted geometry, computed with wB97M-V/def2-TZVPD.

HOMO level: -8.25 eV
SMILES: C[C@H](Cl)[C@H](Cl)P(C)CON=O.CN(C)C=O.CN(C)C=O.CN(C)C=O.CN(C)C=O.CN(C)C=O
frontier orbital gap: 8.592 eV
LUMO energy: 0.34 eV

Each line ends with the Mulliken charge.
Cartesian coordinates (Å):
C -0.790 -1.549 1.730  -0.871
C -2.051 -2.360 1.434  0.192
Cl -2.950 -2.834 2.907  -0.224
C -1.810 -3.549 0.534  -0.589
Cl -0.381 -4.493 1.074  -0.181
P -1.568 -2.849 -1.192  0.181
C -2.940 -3.533 -2.221  -1.328
C 0.039 -3.515 -1.885  -0.705
O 1.113 -2.637 -1.479  -0.181
N 0.923 -1.382 -2.082  0.080
O 1.243 -0.502 -1.373  -0.191
H -0.569 -1.623 2.786  0.472
H 0.049 -1.858 1.120  0.235
H -0.980 -0.509 1.496  0.113
H -2.704 -1.717 0.858  0.354
H -2.646 -4.234 0.573  0.577
H -2.813 -4.566 -2.504  0.410
H -3.844 -3.377 -1.641  0.409
H -3.006 -2.894 -3.092  0.375
H -0.030 -3.462 -2.968  0.427
H 0.251 -4.512 -1.532  0.437
C -0.016 3.951 -0.798  -0.916
N -0.479 3.254 0.388  0.206
C -1.427 3.907 1.274  -1.022
C -0.051 2.019 0.694  0.136
O -0.398 1.389 1.680  -0.718
H 0.479 4.878 -0.502  0.316
H -0.864 4.185 -1.445  0.392
H 0.687 3.330 -1.350  0.246
H -0.998 4.002 2.273  0.310
H -2.337 3.312 1.350  0.310
H -1.667 4.894 0.888  0.385
H 0.664 1.612 -0.041  0.311
C 5.337 -5.922 0.657  -0.933
N 4.024 -5.999 0.050  0.130
C 2.859 -6.216 0.891  -0.690
C 3.837 -5.874 -1.277  0.093
O 2.757 -5.929 -1.831  -0.567
H 5.563 -6.853 1.181  0.327
H 5.371 -5.097 1.371  0.334
H 6.093 -5.756 -0.107  0.301
H 2.353 -7.133 0.586  0.311
H 2.167 -5.384 0.767  0.040
H 3.158 -6.294 1.933  0.376
H 4.777 -5.712 -1.833  0.294
C 3.896 2.765 2.578  -0.901
N 3.651 4.143 2.196  0.067
C 4.698 5.133 2.382  -0.938
C 2.480 4.534 1.674  0.726
O 2.210 5.675 1.334  -0.676
H 4.126 2.709 3.644  0.349
H 4.740 2.366 2.012  0.345
H 3.017 2.156 2.376  0.274
H 4.349 5.924 3.047  0.281
H 4.959 5.584 1.425  0.289
H 5.577 4.660 2.812  0.380
H 1.756 3.710 1.577  -0.195
C 0.629 8.413 1.840  -0.917
N 0.218 9.189 2.999  0.137
C 1.221 9.610 3.960  -0.957
C -1.063 9.535 3.216  0.134
O -1.456 10.180 4.168  -0.596
H 1.100 7.486 2.158  0.426
H 1.344 8.988 1.247  0.304
H -0.233 8.177 1.220  0.264
H 0.986 9.206 4.945  0.304
H 1.234 10.698 4.034  0.308
H 2.199 9.255 3.645  0.353
H -1.747 9.168 2.430  0.261
C -6.570 -6.726 -5.365  -0.928
N -5.407 -5.894 -5.124  0.116
C -5.448 -4.490 -5.496  -0.842
C -4.284 -6.379 -4.566  0.124
O -3.285 -5.721 -4.344  -0.596
H -6.804 -6.742 -6.431  0.338
H -7.430 -6.334 -4.819  0.342
H -6.377 -7.744 -5.033  0.291
H -4.661 -4.273 -6.218  0.299
H -5.284 -3.867 -4.616  0.212
H -6.416 -4.254 -5.931  0.373
H -4.350 -7.452 -4.319  0.288

---

A molecular structure, C7H10O at a distorted geometry, computed with wB97M-V/def2-TZVPD.

HOMO level: -8.24 eV
frontier orbital gap: 9.062 eV
LUMO energy: 0.82 eV

Each line ends with the Mulliken charge.
Cartesian coordinates (Å):
C 2.251 0.184 -0.097  -1.187
C 0.847 -0.149 -0.106  0.557
C 0.218 -1.333 -0.283  -0.436
C -1.073 -1.718 0.210  -0.199
C -1.378 0.565 -0.554  -0.039
C -1.065 1.977 -0.038  -0.937
C -0.258 0.803 0.431  -0.002
H 2.255 0.898 -1.035  0.232
H 2.960 -0.628 -0.468  0.312
H 2.541 0.797 0.809  0.275
H 0.739 -2.362 -0.338  0.177
H -1.427 -2.982 -0.079  0.278
H -0.615 -1.485 1.578  0.160
H -0.687 0.283 -1.402  0.440
H -0.950 2.801 -0.682  0.316
H -1.704 2.427 0.811  0.215
H -0.620 0.533 1.486  0.264
O -2.035 -0.610 -0.243  -0.424

---

C6H8O2 in the gas phase at a distorted geometry, computed with wB97M-V/def2-TZVPD.

HOMO level: -9.28 eV
SMILES: C=C/C=C(\C)C(=O)O
frontier orbital gap: 9.888 eV
LUMO energy: 0.61 eV

Each line ends with the Mulliken charge.
Cartesian coordinates (Å):
C -1.114 0.892 -2.636  -0.784
C -0.965 0.911 -1.310  -0.102
C 0.360 0.496 -0.642  -0.331
C 0.224 -0.162 0.489  0.404
C -0.884 -0.385 1.456  -1.250
C 1.716 -0.669 0.961  0.524
O 2.752 -0.696 0.324  -0.590
O 1.682 -1.166 2.220  -0.436
H -1.963 1.380 -3.107  0.251
H -0.372 0.449 -3.294  0.260
H -1.734 1.368 -0.695  0.303
H 1.223 0.463 -1.303  0.385
H -0.817 0.312 2.296  0.260
H -1.874 -0.297 1.005  0.433
H -0.825 -1.403 1.857  0.341
H 2.591 -1.494 2.378  0.331